# 1
Molecular formula: C37H44As2O7P3Ti
Method: DFT, the ωB97M-V functional and the def2-TZVPD basis

Structure (ORCA input):
```
! wB97M-V def2-TZVPD RIJCOSX def2/J DEFGRID3
* xyz 3 1
Ti 1.668 0.430 0.620
C 5.761 0.041 1.559
C 4.874 -0.903 0.713
O 5.689 -1.957 0.113
P 3.568 -1.739 1.869
O 4.480 -2.345 2.988
O 2.913 -2.909 0.983
O 2.389 -0.846 2.277
P 3.980 0.035 -0.589
O 5.084 0.196 -1.687
O 2.678 -0.691 -0.978
O 3.455 1.401 -0.066
H 6.493 -0.573 2.101
H 5.198 0.692 2.240
H 6.277 0.719 0.862
H 6.568 -1.559 -0.085
H 4.026 -2.352 3.861
H 3.513 -3.644 0.704
H 4.817 0.800 -2.410
C -0.340 -1.398 -1.784
C -1.649 -1.511 -2.555
As -2.929 -2.723 -1.623
C -2.175 -4.439 -2.293
C -2.716 -5.225 -3.312
C -2.053 -6.383 -3.768
C -0.876 -6.819 -3.167
C -0.390 -6.083 -2.080
C -1.030 -4.936 -1.623
C -4.360 -2.521 -2.988
C -5.649 -2.775 -2.500
C -6.756 -2.698 -3.348
C -6.600 -2.359 -4.709
C -5.306 -2.157 -5.206
C -4.188 -2.242 -4.354
P -0.376 -0.196 -0.375
C -0.949 1.395 -1.014
C -0.376 1.926 -2.202
C -0.622 3.250 -2.573
C -1.457 4.067 -1.805
C -2.062 3.548 -0.647
C -1.819 2.228 -0.243
C -1.546 -0.930 0.808
C -2.931 -0.726 0.696
C -3.833 -1.393 1.555
C -3.343 -2.222 2.570
C -1.952 -2.422 2.698
C -1.065 -1.793 1.822
H 0.495 -1.040 -2.393
H -0.047 -2.372 -1.358
H -1.468 -1.950 -3.538
H -2.105 -0.509 -2.694
H -3.644 -4.912 -3.779
H -2.466 -6.903 -4.641
H -0.316 -7.689 -3.536
H 0.488 -6.433 -1.525
H -0.674 -4.394 -0.740
H -5.782 -3.021 -1.431
H -7.762 -2.815 -2.896
H -7.471 -2.261 -5.353
H -5.141 -1.869 -6.248
H -3.175 -2.107 -4.741
H 0.302 1.319 -2.815
H -0.157 3.644 -3.476
H -1.681 5.099 -2.098
H -2.726 4.180 -0.037
H -2.263 1.852 0.688
H -3.320 -0.006 -0.045
H -4.922 -1.282 1.384
H -4.034 -2.679 3.291
H -1.572 -3.071 3.498
H 0.012 -1.946 1.927
C 1.815 1.934 3.955
As 1.229 2.344 2.103
C -0.305 3.473 2.572
C 2.572 3.746 1.603
C 2.636 4.927 2.499
C 3.488 4.914 3.608
C 3.588 6.007 4.448
C 2.865 7.180 4.163
C 1.977 7.185 3.080
C 1.841 6.066 2.258
H 1.823 2.883 4.526
H 2.821 1.474 3.930
H 1.091 1.244 4.408
H -0.010 4.096 3.431
H -1.195 2.883 2.864
H -0.581 4.142 1.747
H 2.323 4.005 0.571
H 3.488 3.137 1.580
H 4.084 4.012 3.840
H 4.221 5.952 5.345
H 3.025 8.099 4.736
H 1.399 8.086 2.835
H 1.148 6.122 1.399
*
```

**HOMO-LUMO gap (spin up / spin down)**: 2.93 / 2.92 eV
**Highest occupied orbital energy (spin up / spin down)**: -14.31 / -14.31 eV



# 2
Molecular formula: C26H34O8
Method: DFT, the ωB97M-V functional and the def2-TZVPD basis

Structure (ORCA input):
```
! wB97M-V def2-TZVPD RIJCOSX def2/J DEFGRID3
* xyz 0 1
C -0.763 4.249 -3.122
C 0.214 3.160 -2.689
C -0.275 2.497 -1.392
C 0.681 1.415 -0.893
C 0.911 0.371 -2.000
C 1.715 -0.873 -1.540
O 3.108 -0.683 -1.482
C 1.167 -1.466 -0.226
C 0.966 -0.421 0.869
C 2.296 0.094 1.428
C 0.073 0.699 0.309
C -0.286 1.511 1.552
C -0.464 0.435 2.640
C 0.028 -0.901 2.040
O -1.017 -1.653 1.463
C 0.801 -1.726 3.065
O 1.590 -1.241 3.838
C 0.711 -3.251 2.916
O -0.592 -3.794 3.111
C -1.409 -3.093 3.880
O -1.102 -2.061 4.424
C -2.774 -3.740 3.973
C -3.742 -2.839 4.729
C -3.911 -1.504 4.047
O -3.480 -1.204 2.962
O -4.628 -0.663 4.789
C 1.462 1.039 -3.304
C 2.842 1.703 -3.135
C 1.642 -0.014 -4.354
C 0.939 -0.084 -5.481
C -0.101 0.893 -5.811
O -0.776 0.822 -6.825
C -0.265 1.972 -4.838
C 0.436 2.071 -3.703
H -0.431 4.721 -4.043
H -1.760 3.842 -3.272
H -0.822 5.013 -2.349
H 1.175 3.643 -2.486
H -0.394 3.262 -0.623
H -1.255 2.052 -1.578
H 1.624 1.890 -0.611
H -0.079 -0.020 -2.270
H 1.590 -1.643 -2.310
H 3.310 -0.114 -0.733
H 0.206 -1.939 -0.429
H 1.867 -2.240 0.098
H 3.022 -0.715 1.487
H 2.175 0.486 2.432
H 2.707 0.894 0.816
H -0.844 0.210 -0.040
H -1.197 2.090 1.412
H 0.519 2.200 1.809
H 0.105 0.662 3.540
H -1.508 0.328 2.931
H -1.854 -1.445 1.908
H 1.395 -3.703 3.643
H 0.995 -3.527 1.898
H -3.121 -3.921 2.955
H -2.673 -4.704 4.473
H -4.726 -3.304 4.811
H -3.379 -2.642 5.739
H -4.726 0.196 4.349
H 3.074 2.263 -4.040
H 2.872 2.386 -2.292
H 3.604 0.943 -2.992
H 2.430 -0.727 -4.157
H 1.117 -0.860 -6.213
H -1.011 2.705 -5.105
*
```

**SMILES**: C[C@H]1C[C@@H]2[C@H]([C@@H](O)C[C@@]3(C)[C@H]2CC[C@]3(O)C(=O)COC(=O)CCC(=O)O)[C@@]2(C)C=CC(=O)C=C12
**HOMO-LUMO gap**: 9.53 eV
**Highest occupied orbital energy**: -9.18 eV



Asked for strongest force on any atom across the records above, the calculation gives 3.68, 0.84 eV Å⁻¹ in order.
Asked for energy relative to the best compared isomer or geometry (same formula, charge and spin) across the records above, the calculation gives 0.00, 3.43 kcal per mole in order.
Asked for E across the records above, the calculation gives -8307.2965, -1613.1143 Ha in order.